# 1
Molecular formula: C4H10Cl3PSi
Method: DFT, ωB97M-V/def2-TZVPD

Last column: Löwdin charge in e.
Cartesian coordinates (Å):
C -0.36034 0.18507 1.69657  -0.088
C -0.18881 -0.92716 -0.60027  -0.166
C 1.14069 1.30186 0.04277  -0.162
C -0.12418 0.41205 0.18738  -0.850
Si -4.21062 -0.10328 -0.12397  -0.799
P -1.43872 1.45673 -0.75031  0.882
Cl -4.51350 -2.07647 -0.33084  0.246
Cl -5.04898 0.12333 1.72762  0.196
Cl -5.18051 0.98617 -1.46096  0.252
H 0.29669 -0.55088 1.99723  0.059
H -0.22334 1.15020 2.10557  0.059
H -1.37086 -0.01954 1.89190  0.045
H 0.38631 -0.90823 -1.57259  0.097
H -1.14186 -1.47335 -0.59235  0.045
H 0.20020 -1.73568 0.04000  0.067
H 1.45750 1.82053 -0.88097  0.072
H 1.09828 2.15452 0.71631  0.056
H 2.03324 0.71529 0.39790  0.098
H -1.28086 2.51612 0.24121  -0.108

Atoms 1-2, force components in eV/Å:
C -0.73 1.88 -2.66
C 1.61 -0.98 0.72

The HOMO-LUMO gap (spin up / spin down) comes out at 6.98 / 6.95 eV. As for the molecular weight: 223.54 g mol⁻¹. The lowest unoccupied orbital energy (spin up / spin down) comes out at -0.04818 / -0.05197 hartree. The relative energy (zero: lowest compared OMol25 entry of this formula, charge and spin) comes out at 2.195 eV. The calculation puts the HOMO energy (spin up / spin down) at -8.294 / -8.365 eV.

=====

# 2
Molecular formula: C4H6N2O
Method: DFT, ωB97M-V/def2-TZVPD

Last column: Löwdin charge in e.
Cartesian coordinates (Å):
C -2.22257 0.42310 0.06911  -0.019
C -0.74079 0.45947 0.35380  -0.428
O -0.21219 1.38161 0.94266  0.074
C 0.08381 -0.70328 -0.12053  -0.166
N 1.03436 -1.34071 0.90331  0.206
C 1.51553 -0.59428 0.01371  -0.426
N 2.66089 -0.08998 -0.49009  0.164
H -2.66254 1.39955 0.27905  0.083
H -2.42067 0.13595 -0.96945  0.082
H -2.69470 -0.33144 0.70987  0.093
H -0.37348 -1.38735 -0.83842  0.122
H 2.56747 0.79104 -0.97428  0.107
H 3.46489 -0.14368 0.12124  0.109

Atoms 1-2, force components in eV/Å:
C -0.05 0.06 0.01
C 0.10 0.21 0.13

The HOMO-LUMO gap comes out at 10.25 eV. The SMILES is CC(=O)[C@@H]1N=C1N. As for the molecular weight: 98.10 g mol⁻¹. The lowest unoccupied orbital energy comes out at 0.02958 hartree. The relative energy (zero: lowest compared OMol25 entry of this formula, charge and spin) comes out at 2.063 eV. The calculation puts the HOMO energy at -9.449 eV.

=====

# 3
Molecular formula: C24H36O18
Method: DFT, ωB97M-V/def2-TZVPD

Last column: Löwdin charge in e.
Cartesian coordinates (Å):
C -0.29373 -2.91340 6.67184  -0.015
C 1.18187 -2.92488 6.20327  -0.316
C 1.55542 -4.28011 5.66623  -0.146
O 1.89115 -4.14302 4.34630  0.108
C 1.69730 -2.86629 4.00450  -0.497
O 1.83820 -2.47069 2.83876  0.102
O 1.21384 -2.15742 5.05477  0.084
H -0.56995 -1.87252 6.84031  0.087
H -0.36942 -3.29384 7.69048  0.083
H -0.99659 -3.55191 6.13665  0.085
H 1.84009 -2.52838 6.97634  0.160
H 0.82062 -5.04381 5.92110  0.137
H 2.44135 -4.71232 6.13146  0.139
C -1.68688 1.89135 2.90420  0.017
C -3.11646 2.11010 3.67623  -0.298
C -3.34725 3.51447 4.25060  -0.056
O -4.68202 3.67883 3.81398  0.113
C -4.90468 3.01078 2.76101  -0.609
O -5.99758 2.91445 2.21260  0.135
O -3.97861 2.08294 2.65452  0.069
H -1.17218 2.83935 2.74770  0.075
H -1.78079 1.15182 2.10899  0.059
H -1.06631 1.40391 3.65611  0.063
H -3.46306 1.25827 4.26135  0.161
H -2.59397 4.25378 3.97839  0.135
H -3.45684 3.48391 5.33464  0.137
C -0.58331 -0.14169 -1.09916  -0.033
C 0.66452 0.17909 -0.36294  -0.336
C 1.66095 -1.01081 -0.35955  -0.016
O 2.75940 -0.36086 -1.03073  0.098
C 2.52811 0.86345 -1.37747  -0.534
O 3.39092 1.61444 -1.86492  0.106
O 1.19625 1.06442 -1.28881  0.063
H -1.04375 -0.98625 -0.58651  0.074
H -0.34599 -0.52745 -2.09061  0.080
H -1.35581 0.62082 -1.19875  0.101
H 0.47732 0.74448 0.54996  0.154
H 1.30937 -1.88915 -0.90085  0.144
H 1.88093 -1.12917 0.70144  0.116
C 5.01038 3.27106 -3.95735  -0.031
C 5.27719 3.88665 -5.31625  -0.260
C 4.37490 5.05474 -5.60823  -0.173
O 5.23238 5.99524 -6.08676  0.059
C 6.54905 5.61984 -6.10863  -0.531
O 7.35609 6.28495 -6.71659  0.142
O 6.63855 4.43795 -5.49648  0.094
H 4.14052 2.61673 -3.89997  0.070
H 4.96178 3.92339 -3.08546  0.091
H 5.80573 2.60636 -3.62021  0.086
H 5.19780 3.26413 -6.20746  0.156
H 3.84273 5.41407 -4.72745  0.130
H 3.54902 4.78845 -6.26786  0.135
C -1.66314 0.29906 -6.33142  0.019
C -0.94299 -0.61809 -5.17010  -0.269
C -1.46750 -2.07208 -5.21769  -0.141
O -0.34191 -2.75442 -4.91948  0.089
C 0.68758 -2.04954 -5.35383  -0.575
O 1.84854 -2.54857 -5.35191  0.092
O 0.38575 -0.82287 -5.42507  0.127
H -2.68036 0.52702 -6.01301  0.075
H -1.56082 -0.22398 -7.28225  0.081
H -1.16074 1.26543 -6.28842  0.072
H -0.91927 -0.12949 -4.19604  0.138
H -1.87497 -2.47329 -6.14565  0.142
H -2.24361 -2.08232 -4.45241  0.139
C -1.54890 -1.96999 2.45815  -0.007
C -2.79738 -2.58878 1.89750  -0.342
C -3.39490 -3.64083 2.63867  -0.136
O -4.72429 -3.24994 2.84939  0.104
C -4.87099 -2.00428 2.41553  -0.594
O -5.94757 -1.48221 2.54226  0.160
O -3.74956 -1.51378 1.93843  0.125
H -1.12461 -1.19379 1.82129  0.073
H -0.79583 -2.73541 2.64553  0.081
H -1.70518 -1.64863 3.48792  0.099
H -2.58757 -2.99790 0.90921  0.161
H -2.79990 -3.71697 3.54876  0.133
H -3.49840 -4.61459 2.15994  0.151

Atoms 1-2, force components in eV/Å:
C 0.87 0.24 1.70
C -2.31 -1.00 0.90

The HOMO-LUMO gap comes out at 10.38 eV. The SMILES is C[C@H]1COC(=O)O1.C[C@H]1COC(=O)O1.C[C@H]1COC(=O)O1.C[C@H]1COC(=O)O1.C[C@H]1COC(=O)O1.C[C@H]1COC(=O)O1. As for the molecular weight: 612.53 g mol⁻¹. The lowest unoccupied orbital energy comes out at -0.00341 hartree. The relative energy (zero: lowest compared OMol25 entry of this formula, charge and spin) comes out at 6.392 eV. The calculation puts the HOMO energy at -10.473 eV.

=====

# 4
Molecular formula: CH2N2O2S
Method: DFT, ωB97M-V/def2-TZVPD

Last column: Löwdin charge in e.
Cartesian coordinates (Å):
C 0.33144 -0.03026 -0.20194  -0.631
N -1.78808 -0.58267 -0.30385  0.085
N -0.61892 -1.04740 -0.11929  -0.046
O 1.78640 1.80931 1.05055  -0.460
O 1.61498 -0.28684 -0.47693  -0.242
S 1.51777 0.41503 1.11199  1.019
H -0.50064 1.11102 -0.83675  0.239
H -2.34295 -1.38820 -0.22380  0.037

Atoms 1-2, force components in eV/Å:
C -2.78 4.34 -1.22
N 3.32 -0.05 0.01

The HOMO-LUMO gap comes out at 9.47 eV. As for the molecular weight: 106.11 g mol⁻¹. The lowest unoccupied orbital energy comes out at -0.02607 hartree. The relative energy (zero: lowest compared OMol25 entry of this formula, charge and spin) comes out at 6.697 eV. The calculation puts the HOMO energy at -10.182 eV.

=====

# 5
Molecular formula: C32H31F5N2O5S
Method: DFT, ωB97M-V/def2-TZVPD

Last column: Löwdin charge in e.
Cartesian coordinates (Å):
C 2.58172 -5.00024 2.26620  -0.005
N 2.34793 -3.59377 2.03108  -0.030
C 3.37829 -2.70599 2.13593  -0.368
O 4.52003 -2.96075 2.51430  0.093
C 2.83596 -1.33256 1.73023  -0.145
C 3.48839 -0.82701 0.44120  -0.043
C 4.96249 -0.65720 0.62989  -0.088
C 5.87241 -1.53220 0.04017  -0.137
F 5.40840 -2.55403 -0.72388  0.098
C 7.24055 -1.43023 0.27005  -0.114
F 8.08835 -2.32106 -0.27398  0.122
C 7.72686 -0.41212 1.08703  -0.107
F 9.04646 -0.31599 1.33398  0.127
C 6.84028 0.50155 1.65338  -0.114
F 7.30664 1.49267 2.43385  0.121
C 5.47467 0.37489 1.41166  -0.124
F 4.61493 1.25441 2.00331  0.091
N 1.39160 -1.57652 1.58118  0.047
C 0.58740 -0.55199 1.19160  0.025
C -0.74346 -0.66505 0.80099  -0.052
C -1.57121 0.36202 0.30254  0.098
C -3.01136 0.28812 0.47546  -0.175
C -3.90426 1.39244 0.61592  0.008
C -5.27644 1.20584 0.80214  -0.066
C -5.83247 -0.07746 0.82549  -0.055
C -4.98279 -1.18080 0.74705  -0.065
C -3.61549 -0.99847 0.56834  -0.026
C 1.04427 -3.02315 1.65409  -0.448
C 0.60656 -3.58234 0.29671  0.013
C 0.01928 -3.37621 2.74226  0.013
H 3.65286 -5.16210 2.41184  0.101
H 2.05913 -5.34383 3.16536  0.097
H 2.24469 -5.60906 1.42062  0.095
H 3.03859 -0.61241 2.54853  0.175
H 3.30559 -1.55744 -0.36539  0.140
H 3.01276 0.13100 0.17412  0.113
H 1.07701 0.43409 1.22218  0.159
H -1.18296 -1.65581 0.97076  0.068
H -1.09656 1.20244 -0.19830  0.100
H -3.52968 2.41254 0.55665  0.118
H -5.94656 2.06561 0.85950  0.117
H -6.91469 -0.22395 0.85099  0.116
H -5.37878 -2.19668 0.76378  0.110
H -2.98930 -1.87353 0.42808  0.099
H 1.40707 -3.43245 -0.44034  0.103
H 0.41001 -4.65752 0.39353  0.092
H -0.30159 -3.08403 -0.05007  0.077
H 0.44055 -3.14923 3.73038  0.105
H -0.90046 -2.80276 2.60983  0.077
H -0.21663 -4.44965 2.69498  0.097
C 2.67302 3.42440 -0.52573  -0.079
C 1.64950 3.69754 -1.58890  -0.250
O 0.38325 3.12472 -1.19241  -0.050
C -0.58341 3.70497 -1.95379  -0.588
C -1.89557 3.10569 -1.80043  -0.169
S -3.10262 3.97402 -2.67412  0.651
C -4.43567 2.76778 -2.87949  -0.267
C -4.32054 1.78791 -3.86301  -0.058
C -5.23431 0.73314 -3.89953  -0.085
C -6.30444 0.68970 -3.00197  -0.100
C -6.50502 1.77030 -2.14465  -0.116
C -5.58957 2.82503 -2.09999  -0.080
O -3.69749 5.01643 -1.86536  -0.341
O -2.70906 4.21432 -4.04026  -0.319
O -0.33773 4.65947 -2.69932  0.015
H 3.66128 3.69044 -0.91583  0.082
H 2.46529 4.06040 0.34271  0.083
H 2.67806 2.37636 -0.20594  0.042
H 1.55119 4.78311 -1.72042  0.124
H 1.92827 3.24961 -2.55587  0.131
H -2.14077 2.60406 -0.88253  -0.001
H -3.52936 1.86446 -4.60380  0.115
H -5.11622 -0.05483 -4.64173  0.099
H -6.97748 -0.17277 -2.97542  0.100
H -7.37605 1.78656 -1.48880  0.100
H -5.77159 3.68521 -1.45867  0.110

Atoms 1-2, force components in eV/Å:
C -0.30 -0.47 0.14
N 0.59 0.55 -0.16

The HOMO-LUMO gap comes out at 3.69 eV. As for the molecular weight: 650.67 g mol⁻¹. The lowest unoccupied orbital energy comes out at -0.10397 hartree. The calculation puts the HOMO energy at -6.519 eV.

=====

# 6
Molecular formula: C23H32FN7O7
Method: DFT, ωB97M-V/def2-TZVPD

Last column: Löwdin charge in e.
Cartesian coordinates (Å):
C -3.01044 4.35550 -2.14503  -0.091
C -1.85639 4.49832 -1.15948  -0.220
C -1.89545 3.46974 -0.02078  -0.317
C -1.01772 3.93603 1.14142  -0.051
C -1.49221 2.07750 -0.53486  -0.186
N -1.83162 1.05011 0.42915  0.122
C -1.62823 -0.23969 0.09612  -0.383
O -1.23844 -0.49907 -1.04690  0.055
C -1.84142 -1.26617 1.14263  -0.037
C -2.37002 -0.92638 2.37666  0.056
C -2.45475 -1.85072 3.40579  -0.156
N -3.01270 -1.46476 4.65778  -0.368
O -3.46015 -0.33602 4.75442  0.068
O -3.01306 -2.28305 5.55689  0.076
C -1.97646 -3.15128 3.22583  0.091
C -1.47920 -3.50384 2.00483  -0.172
F -1.02975 -4.77281 1.86040  0.063
C -1.42075 -2.61640 0.89745  -0.113
N -1.05379 -2.97523 -0.33510  0.073
C -0.34064 -4.14511 -0.78213  -0.173
C 1.15438 -4.08510 -0.43193  -0.168
C 1.79572 -2.72659 -0.71819  -0.193
C 1.67996 -2.28415 -2.17739  -0.125
C 2.59246 -1.08065 -2.48197  -0.206
C 2.49268 -0.77183 -3.97947  -0.510
N 1.39326 -0.08581 -4.35227  0.195
O 3.31382 -1.17440 -4.77085  0.070
N 2.25051 0.07310 -1.67847  0.145
C 2.79171 0.32376 -0.48624  -0.425
O 3.65254 -0.34713 0.05482  0.054
C 2.22237 1.60034 0.18020  -0.169
C 2.65253 1.63391 1.65450  -0.035
C 1.94907 0.49404 2.37730  -0.523
N 2.72473 -0.54279 2.71165  0.198
O 0.74882 0.53780 2.61565  0.032
N 0.77644 1.67309 0.14538  0.134
C -0.00285 1.98642 -0.89273  -0.439
O 0.41102 2.17804 -2.02757  0.049
H -3.96609 4.41646 -1.62835  0.076
H -2.96901 5.15373 -2.88157  0.073
H -2.96427 3.40883 -2.67668  0.068
H -0.90909 4.40703 -1.69324  0.111
H -1.89611 5.49674 -0.71960  0.113
H -2.92969 3.38656 0.33469  0.146
H -0.01148 4.15921 0.79446  0.085
H -0.95624 3.19311 1.93403  0.074
H -1.43504 4.84393 1.57070  0.085
H -2.03722 1.86208 -1.46178  0.152
H -2.04410 1.32674 1.37252  0.127
H -2.74752 0.06110 2.59075  0.121
H -2.01316 -3.86358 4.03515  0.136
H -1.03435 -2.17656 -0.97711  0.090
H -0.77666 -5.05224 -0.36145  0.114
H -0.46323 -4.18281 -1.86621  0.124
H 1.66593 -4.86319 -0.99960  0.115
H 1.27970 -4.31026 0.62876  0.106
H 1.34115 -1.96800 -0.07650  0.104
H 2.85178 -2.78346 -0.44984  0.115
H 1.97797 -3.10124 -2.83692  0.134
H 0.65139 -2.00427 -2.41162  0.107
H 3.62929 -1.35393 -2.25541  0.159
H 0.71871 0.28992 -3.70741  0.089
H 1.29691 0.15556 -5.32494  0.120
H 1.60573 0.76111 -2.05719  0.090
H 2.63644 2.46005 -0.36535  0.169
H 2.34462 2.57924 2.10283  0.133
H 3.73321 1.52860 1.71872  0.124
H 3.61710 -0.65568 2.25440  0.101
H 2.28908 -1.35811 3.11488  0.121
H 0.33826 1.42462 1.03135  0.097

Atoms 1-2, force components in eV/Å:
C 0.21 0.05 0.08
C -0.25 -0.15 0.05

The HOMO-LUMO gap comes out at 8.08 eV. The SMILES is CC[C@H](C)[C@@H]1NC(=O)c2cc([N+](=O)[O-])cc(F)c2NCCCC[C@@H](C(N)=O)NC(=O)[C@H](CC(N)=O)NC1=O. As for the molecular weight: 537.55 g mol⁻¹. The lowest unoccupied orbital energy comes out at -0.01416 hartree. The relative energy (zero: lowest compared OMol25 entry of this formula, charge and spin) comes out at 0.064 eV. The calculation puts the HOMO energy at -8.465 eV.